(1)
33
Properties=species:S:1:pos:R:3:forces:R:3:mulliken_charge:R:1 method="wB97M-V/def2-TZVPD" e_above_lowest_ev=1.165 total_charge=-1 e_tot_ha=-840.809791 homo_energy_ha="0.0108 / -0.2830" spin_multiplicity=2 homo_lumo_gap_ev="2.3 / 10.3" max_force_ev_per_a=1.3
H 18.2022 -14.1063 -14.2116 -0.2 0.3 0.1 0.43
O 17.1394 -15.6845 -9.0895 -0.2 -0.3 0.3 -0.72
H 16.6261 -13.8051 -12.8292 -0.1 -0.3 0.4 0.34
O 19.0793 -16.6711 -12.6916 -0.8 -0.3 0.0 -0.78
H 19.1952 -10.9821 -8.5956 0.1 0.5 -0.4 0.25
H 21.0751 -11.4564 -8.4070 -0.3 0.1 -0.1 0.13
O 20.2556 -10.1565 -9.7430 0.1 0.0 0.1 0.55
H 19.1932 -15.2508 -14.2175 0.0 -0.1 0.2 0.26
H 21.9290 -12.5713 -11.6623 0.5 -0.2 0.3 0.33
H 22.1341 -15.5448 -11.9680 0.3 0.0 0.4 0.23
O 21.2320 -12.2082 -12.2087 -0.5 -0.3 -0.4 -0.80
H 22.5070 -11.3866 -7.9206 0.2 0.1 0.1 0.36
H 17.0977 -11.0701 -11.9308 -0.1 0.0 -0.2 0.30
H 21.4724 -11.2890 -12.3250 0.1 0.5 0.0 0.28
H 19.6528 -9.9521 -10.4579 -0.6 0.0 -0.6 0.02
H 18.4822 -12.2925 -8.3379 -0.1 -0.3 -0.1 0.35
H 16.3261 -12.8409 -13.9571 -0.2 0.2 -0.3 0.29
H 19.3742 -13.6140 -11.6274 0.4 0.0 -0.5 0.30
H 19.2948 -17.1473 -13.4935 0.1 -0.3 -0.1 0.32
H 20.8739 -9.4259 -9.7341 0.4 0.3 0.1 -0.09
O 18.7219 -11.4660 -7.9188 -0.3 -0.2 0.7 -0.85
H 20.1158 -13.0649 -10.4271 0.5 0.3 0.0 0.20
H 16.2871 -15.4608 -9.4633 -0.2 0.0 -0.1 0.33
O 17.8878 -10.8780 -11.4257 0.0 0.7 0.2 -0.70
O 18.8468 -14.5466 -14.7655 0.8 -0.4 -1.0 -0.83
H 18.3378 -11.7199 -11.3548 0.3 -0.6 0.1 0.31
O 17.0504 -13.2458 -13.4799 -0.4 0.5 0.5 -0.72
H 22.0597 -15.2094 -13.4424 0.1 0.3 -0.4 0.16
O 21.8697 -11.9820 -8.3151 0.4 -0.5 0.1 -0.70
H 17.7257 -14.9937 -9.3981 0.5 0.3 -0.3 0.33
O 21.5136 -15.3376 -12.6668 -0.3 -0.1 0.1 -0.35
O 19.3192 -13.5343 -10.6751 -1.0 -0.3 0.6 -0.90
H 19.8843 -16.2053 -12.4655 0.7 0.3 0.1 0.37

---

(2)
51
Properties=species:S:1:pos:R:3:forces:R:3:mulliken_charge:R:1 method="wB97M-V/def2-TZVPD" total_charge=0 e_tot_ha=-1832.161068 homo_energy_ha=-0.2938 smiles="CCN(CC)C(=S)SCCCOC(=O)OOCCNC[C@H](C)O" spin_multiplicity=1 homo_lumo_gap_ev=8.1 max_force_ev_per_a=3.2
C 1.5196 -3.4329 1.1836 -0.3 0.3 0.0 -1.53
H -0.5589 -5.0305 0.2744 0.2 -0.1 0.3 0.29
C -0.0719 3.5148 -0.7658 -0.2 0.3 0.3 -0.51
H 0.9000 0.2776 4.2878 0.3 0.0 0.1 0.42
C 0.1144 1.1751 -3.6981 -0.4 -0.2 0.7 -1.13
H -0.6039 0.4097 -3.9737 -0.1 -0.2 -0.1 0.41
O -1.1808 2.9817 -0.0328 0.3 0.0 -0.1 -0.25
H 0.7432 3.4371 -2.6853 0.2 0.3 -0.1 0.33
H 0.5100 0.3890 2.5947 -0.1 -0.2 -0.3 0.29
C 0.0767 0.4123 3.5888 -0.2 0.1 0.3 -0.34
C 1.4779 0.5375 -3.7579 0.5 0.2 -0.3 0.67
O -0.6748 2.5799 1.2452 -0.5 -0.3 0.3 -0.06
C -1.4143 -4.3737 0.1636 0.3 0.0 -0.2 -1.08
O 1.5048 -0.2377 -4.9526 -0.4 0.1 -0.2 -0.55
C 0.2879 -2.6755 1.6920 0.6 0.2 -0.1 -0.40
H 2.2867 2.5520 -4.0077 0.0 0.2 -0.2 0.21
C -1.5803 2.9740 2.2069 -1.6 2.7 -0.3 0.56
S -2.1585 -1.0819 2.6100 -0.2 0.1 0.3 -0.11
C 2.6195 1.5589 -3.7346 0.0 -0.3 0.2 -1.22
H -0.3183 -3.2846 2.3600 -0.3 -0.2 -0.1 0.44
H -0.6138 1.9554 4.9266 -0.5 -0.1 0.2 0.46
H -2.0617 -4.8559 -0.5581 -0.3 -0.1 -0.1 0.39
H -0.2349 -3.1721 -1.1566 0.2 0.0 -0.2 0.35
H -1.0208 3.5461 -2.6907 -0.1 0.3 -0.1 0.34
H -0.1247 4.5998 -0.7045 0.2 0.2 0.1 0.31
H 1.4576 -3.6272 0.1219 -0.1 -0.3 -0.2 0.34
C -0.1604 3.0915 -2.1997 -0.1 -0.9 -0.1 -0.56
H -0.3236 -1.6221 4.0533 0.0 -0.2 0.2 0.54
C -0.8961 -0.7245 3.8663 0.5 -0.2 -0.4 -0.97
S -1.9838 -0.0389 -0.0860 -0.5 -0.1 0.0 -0.23
C -0.4767 1.7854 3.8657 0.4 0.1 -0.5 -0.80
H 1.6369 -4.3589 1.7287 0.2 -0.3 0.0 0.30
H 1.5777 -0.1278 -2.9037 -0.1 -0.1 0.2 0.09
O -2.1724 4.0482 2.1899 1.3 -2.9 -0.1 -0.56
H -1.8318 -2.5759 -0.9009 -0.1 0.4 0.0 0.58
H -1.1587 1.3531 -2.1656 0.1 -0.2 0.4 0.08
N -0.4689 -2.0652 0.6067 -0.8 -0.3 0.9 0.24
H 2.3958 -2.8133 1.3189 0.3 0.0 0.1 0.43
C -1.3947 -1.1005 0.9900 0.5 0.2 -0.4 0.16
H 3.0819 1.6029 -2.7554 0.0 0.1 0.2 0.30
H 0.6660 -1.8637 2.2960 0.0 0.2 0.1 0.37
O -1.7175 2.0361 3.1614 0.5 0.6 0.2 -0.27
N -0.2017 1.6286 -2.3295 0.0 0.5 -0.6 0.08
H 0.8429 3.1477 -0.3221 0.2 -0.1 0.1 0.30
H -1.4443 -0.4969 4.7725 -0.4 0.0 0.1 0.49
H 0.0126 1.9853 -4.4194 0.1 0.1 -0.3 0.38
H 2.4088 -0.4857 -5.1314 0.3 -0.1 -0.1 0.33
C -0.9899 -3.0183 -0.3919 0.3 -0.2 -0.4 -0.99
H 0.2528 2.5225 3.5418 0.2 0.2 0.0 0.38
H -1.9308 -4.3043 1.1117 -0.2 0.1 0.2 0.31
H 3.3953 1.2657 -4.4342 0.2 0.0 -0.1 0.40